93
Properties=species:S:1:pos:R:3:lowdin_spin:R:1 method="wB97M-V/def2-TZVPD" total_charge=+2 gap_ha="0.0890 / 0.1322" spin_multiplicity=5 e_above_lowest_kcal_mol=47.7 s2=6.0395
H -2.8097 0.5252 0.7135 0.0004
C -5.7588 4.2901 2.3560 0.0001
C -1.1378 1.7159 -0.2050 0.0888
H 0.0495 3.3547 -5.7127 0.0004
H 2.5185 1.3438 -4.1231 0.0002
P 1.3106 1.0570 1.6322 -0.0211
C -7.6627 4.2087 -0.0582 0.0000
H 1.9164 3.0332 0.3614 0.0001
H 3.1365 1.7423 0.2092 0.0001
C 2.3236 -9.1230 -2.8275 0.0181
H -0.8514 -7.1302 -0.1474 0.0147
C -0.1782 -7.0518 -1.0032 0.3224
H 2.9688 2.9658 -4.7380 -0.0001
H -9.1810 3.6893 -3.0724 0.0000
P 0.9316 3.0330 -3.5115 0.0068
C 0.6609 0.9030 -1.7183 -0.0284
C 0.4171 2.0718 2.8688 -0.0009
H 1.3119 5.3549 -3.9229 0.0001
H 0.4990 -4.9034 -3.5464 0.0194
H -9.6866 4.4572 -0.7491 0.0000
H -0.7254 3.7138 -0.9059 0.0072
C -7.0887 3.3327 -2.6563 0.0000
P -4.9199 3.9594 0.7536 0.0003
H 1.6626 4.9136 -2.2180 0.0000
C -4.8449 6.5535 -0.4734 0.0000
C -0.9224 2.6976 -1.2879 0.0178
C -7.1274 4.5908 4.7871 0.0000
H -7.6766 4.7094 5.7234 0.0000
O -2.0379 2.7484 -2.2108 0.0076
C 1.3183 -6.9188 -3.3484 0.2845
H -0.4128 -3.0619 -2.4074 0.0036
H 1.7813 -0.7587 3.1702 0.0001
C -8.3903 3.7244 -2.3200 0.0000
C 0.1510 -4.5249 0.4565 0.0307
H -6.8610 2.9975 -3.6680 0.0000
C 0.9687 4.7692 -3.0590 0.0014
C -6.0764 3.3738 -1.6995 0.0000
N 3.0897 -9.9865 -3.0253 0.0696
C 2.3902 0.0232 2.7009 -0.0024
H -0.0418 5.0977 -2.7752 0.0002
H 2.8580 0.6502 3.4728 -0.0011
Ru 0.0054 -0.0912 -0.0172 1.5348
H -1.4266 7.4035 1.1801 0.0000
H 1.4781 0.4475 -2.3008 0.0008
C -6.2166 3.1574 3.0624 0.0000
C -8.6755 4.1552 -1.0214 0.0000
H -6.8072 6.7136 4.5147 0.0000
C -6.9081 3.3108 4.2619 0.0000
H -0.2721 1.4346 3.4345 0.0007
H 0.4547 -9.1361 -0.9092 0.0113
C -4.2169 5.6117 0.3560 0.0000
C -6.3467 3.8594 -0.4024 0.0000
C 0.2793 -3.2004 0.7462 0.0042
C -1.8506 0.7559 0.2639 0.0739
C 0.5141 -8.1849 -1.4464 0.2998
H 1.8913 -6.8867 -4.2760 0.0108
H -5.7964 6.3134 -0.9544 0.0000
C 2.4735 2.2632 0.9077 0.0000
C -0.2556 -3.3042 -1.3645 0.0693
H 1.1397 2.5373 3.5541 -0.0011
H -4.7747 8.5424 -1.2945 0.0000
H -0.1583 2.8528 2.3590 0.0009
C 0.2525 2.1485 -2.0643 0.0618
H -7.8976 4.5314 0.9590 0.0000
N -0.0899 -2.4450 -0.3605 0.1153
C 2.5679 2.4142 -3.8742 0.0004
H -6.0254 2.1626 2.6500 0.0000
H -7.2811 2.4316 4.7860 0.0000
Cl -0.8278 -0.8302 2.1917 0.1100
C -2.3839 7.1668 0.7162 0.0000
H -5.0660 3.0307 -1.9464 0.0000
H -1.2378 3.0193 -4.4888 0.0001
H -2.4595 5.1639 1.5405 0.0000
N -0.1624 -4.6149 -0.9110 0.0087
C -2.9620 5.9162 0.9251 0.0000
C 1.3664 -8.0772 -2.5565 0.1850
C -5.9387 5.5671 2.9120 0.0000
Cl 2.2849 -0.9612 -0.2776 0.0582
H -2.5833 9.0993 -0.2349 0.0000
C -3.0346 8.1174 -0.0794 0.0000
H 0.3999 -5.3775 1.0634 0.0036
H 3.0646 2.7385 1.7028 -0.0005
C 0.5857 -5.7991 -2.9347 0.3275
H 3.1590 -0.4520 2.0802 0.0010
H 0.5560 -2.7133 1.6632 0.0008
C 0.0235 -5.8136 -1.6496 0.2784
H -0.2147 1.6796 -5.1078 0.0000
C -4.2605 7.8079 -0.6744 0.0000
H 3.2323 2.5621 -3.0082 0.0000
H -5.5422 6.4496 2.4035 0.0000
C -0.2323 2.7466 -4.8428 0.0029
C -6.6405 5.7139 4.1130 0.0000
H -2.8322 3.1067 -1.7703 0.0005

---

112
Properties=species:S:1:pos:R:3:lowdin_charge:R:1 method="wB97M-V/def2-TZVPD" total_charge=+3 gap_ha="0.1782 / 0.1783"
C -16.8050 1.4837 16.3436 0.0057
C -19.1454 -5.4227 11.5655 -0.0896
C -15.9604 -9.8530 13.8241 -0.0276
H -20.2857 -5.2241 22.2888 0.0768
C -16.0612 -6.3180 16.8542 -0.3397
H -17.8461 -4.2780 17.7482 0.0892
H -16.7620 2.5553 16.2058 0.1387
C -23.3049 -5.7202 15.4892 -0.0367
H -16.5326 -6.3551 12.2403 0.0783
H -18.5925 -1.0732 12.0718 0.0179
H -14.4549 -4.8817 16.7572 0.1079
C -17.1217 -1.2702 16.5853 -0.1434
C -15.7543 0.3104 12.9564 -0.1568
C -12.9801 -6.0333 14.2876 -0.1462
C -20.3486 -7.1335 12.7992 -0.0672
H -17.6599 -7.6239 17.2677 0.1075
C -15.9727 -8.3981 11.9109 -0.0523
C -16.6990 -7.3133 17.6323 -0.0773
C -13.2555 -3.0458 14.4072 -0.1574
C -14.2745 -4.6516 11.9267 -0.1650
H -13.2787 -5.8974 18.7348 0.1138
C -18.2802 -2.6917 21.5116 -0.1127
C -16.3855 -7.4500 14.1093 -0.2726
H -13.3896 -6.8284 14.8733 0.0101
H -20.2255 -0.9506 11.4495 0.0489
C -20.9647 -5.2009 15.2698 -0.3157
C -18.4004 -3.1025 20.2114 -0.4777
H -14.2634 -7.7059 20.0120 0.1277
C -18.0275 -2.4524 18.9313 -0.1549
C -19.6467 -0.8779 12.3967 -0.1678
C -20.8594 -5.0736 16.6383 -0.0780
H -18.1690 -0.3678 19.6917 0.1516
C -21.9911 -2.8227 13.0934 -0.1472
H -22.3966 -2.3481 12.2006 0.0492
C -19.6638 -5.9006 12.7754 -0.3138
H -19.6381 0.1991 12.7579 0.0673
C -17.7237 -3.1893 17.7942 -0.0430
H -13.2359 3.2942 10.2439 0.1241
C -19.5831 -4.5240 21.8902 -0.3646
H -21.8934 -5.0674 18.5150 0.1011
Si -20.3479 -2.0759 13.6284 0.4434
C -20.5559 -7.8162 11.6054 -0.0161
C -16.2129 -8.7458 14.6418 -0.0494
H -18.6574 -4.4775 11.5650 0.0918
C -19.0508 -3.4314 22.4546 -0.1482
H -13.9376 1.5518 8.4537 0.1042
V -17.3689 -3.5697 14.7736 0.9205
S -19.2128 -4.6453 20.2034 1.0263
C -15.0370 0.8277 11.7723 -0.4567
H -15.9415 2.2442 13.9035 0.1394
N -19.1226 -3.3759 13.8782 -0.3019
C -17.2030 0.9768 17.5311 0.0204
H -13.9561 -2.3761 14.9306 0.0144
H -21.3368 -1.9824 15.8927 0.0296
H -15.1532 -4.1667 11.5177 0.0113
C -21.9822 -5.2306 17.4443 -0.0361
Si -14.1186 -4.6109 13.8265 0.4032
C -13.8020 2.3970 10.4901 -0.1344
C -14.2325 -6.2555 18.4128 -0.0315
H -21.1192 -8.7238 11.5824 0.1164
C -20.8388 -1.2133 15.2728 -0.1515
H -19.8882 -4.7934 17.0806 0.0780
H -16.5623 -8.6451 19.3305 0.1228
C -16.5454 0.6846 15.2208 -0.1022
H -20.2842 -7.8157 9.5032 0.1249
H -24.0770 -5.6782 17.4545 0.1249
N -16.5024 -1.6234 14.2999 0.0229
H -19.2056 -3.1037 23.4956 0.1362
C -16.0552 -7.8634 18.7632 -0.0225
C -20.0772 -7.2505 10.4034 -0.0149
H -15.8913 -8.2473 10.8210 0.1322
H -12.1597 -5.5294 14.8731 0.0570
H -20.6633 -7.5649 13.7500 0.1231
C -22.2013 -5.5535 14.6936 -0.0961
H -14.1369 2.5405 12.6714 0.0990
H -19.9385 -0.8569 15.7902 0.0084
C -16.6855 -0.7465 15.3512 -0.1414
C -14.3007 2.0156 11.7746 -0.0927
C -14.1899 1.5033 9.5365 -0.4184
H -15.6309 -10.4965 11.7843 0.1328
H -21.5804 -0.3997 15.1138 0.0640
H -12.4522 -3.2009 15.1319 0.0432
C -19.3967 -6.0466 10.3726 -0.0438
H -12.5580 -6.4359 13.3396 0.0592
C -18.0947 -5.2361 15.2564 -0.3276
H -15.8663 -1.8118 12.3596 0.1140
P -19.5435 -4.9505 14.2457 0.8176
H -22.2616 -5.7386 13.5915 0.1185
C -17.8666 -1.0307 18.8716 0.1304
S -15.0564 0.1879 10.1258 1.0375
C -17.3597 -0.4301 17.6989 -0.1162
H -22.7362 -2.7074 13.8819 0.0473
C -14.7874 -7.3476 19.1175 -0.0129
H -12.8541 -2.5005 13.5671 0.0356
H -13.3605 -4.2107 11.4931 0.0544
C -23.2027 -5.5206 16.8484 -0.0229
N -15.7126 -4.6595 14.5736 -0.2957
H -17.4998 1.6447 18.3482 0.1448
N -17.2872 -2.6469 16.6121 0.0358
C -16.0584 -1.0752 13.1237 -0.0248
H -14.2584 -5.6942 11.5547 0.0317
H -16.2497 -8.9447 15.7309 0.1110
P -16.5209 -6.0095 15.1721 0.8188
C -15.8271 -9.6542 12.4549 -0.0348
H -21.9385 -3.9008 12.8323 0.0156
C -16.3100 -7.2958 12.6974 -0.0830
H -17.6348 -1.8445 21.8467 0.1404
H -19.1225 -5.5708 9.4365 0.1281
H -15.8595 -10.7980 14.3016 0.1141
C -16.0787 1.1775 13.9928 0.0872
H -24.2474 -5.9430 15.0216 0.1273
C -14.8750 -5.7563 17.2933 -0.0922

---

97
Properties=species:S:1:pos:R:3:lowdin_charge:R:1 method="wB97M-V/def2-TZVPD" total_charge=-2 gap_ha="0.1930 / 0.1929" e_above_lowest_kcal_mol=0.0
C 14.1049 10.5082 8.7356 -0.7189
C 7.7633 14.5037 15.5139 -0.1089
C 17.5828 14.3341 11.8212 -0.0217
H 14.3435 12.7136 15.5294 0.0873
C 11.1769 17.4278 10.8237 -0.2795
H 11.6980 13.2644 15.6817 0.1035
C 18.2329 12.5832 15.7277 -0.0958
H 10.9378 11.5018 9.3371 0.0546
N 9.5784 12.8378 9.5660 -0.2921
H 6.6928 12.6876 15.5936 0.0809
H 10.0079 22.1356 8.8472 0.0822
C 13.2146 9.7326 10.7108 -0.6587
N 8.4281 13.0840 8.9750 0.0406
N 10.2312 13.9262 9.9347 0.1069
C 9.4512 13.1825 13.7968 -0.0351
K 13.1553 14.2655 10.3296 0.6335
H 18.9072 13.0092 16.4518 0.0849
C 17.5174 14.9674 7.1730 -0.0193
N 13.2804 14.6248 13.0654 0.0818
H 8.3037 21.3550 7.2211 0.0871
H 9.6357 15.9697 9.5713 0.0892
C 7.5366 13.1979 15.2033 -0.1369
H 16.9940 14.0347 7.3401 0.1149
C 14.8122 8.3949 9.5512 -0.7382
C 18.8935 17.3447 6.5801 -0.0871
C 14.6685 17.6052 7.6044 -0.0562
C 9.7376 14.5201 14.1408 -0.1796
C 17.3375 10.7476 14.4536 -0.0734
C 11.7201 17.9531 9.6180 -0.0795
C 8.3654 12.5229 14.3308 -0.0926
C 18.1860 11.2036 15.4950 -0.0973
N 15.5242 15.1088 11.2008 0.0664
H 17.8218 18.1864 8.2374 0.1232
H 10.1004 12.7042 13.0364 0.1163
C 10.7885 20.2311 9.2320 -0.0490
H 8.0786 11.4827 14.0105 0.1178
C 13.3271 10.8098 9.8411 -0.1578
C 8.9323 20.6217 7.7210 -0.1209
C 8.8684 19.2722 7.4080 -0.0847
C 13.7555 13.3519 14.9191 -0.0122
C 9.8368 18.4234 7.9894 -0.0209
N 13.9456 16.8457 9.5936 0.0816
C 10.9518 15.0967 13.4749 -0.0885
C 17.7304 14.9107 10.5712 -0.0131
H 11.4621 20.6735 9.9837 0.1287
C 9.4368 14.8921 9.5046 -0.1975
C 14.8394 9.3838 8.5819 -0.7204
H 18.3895 13.9239 12.3981 0.0918
N 8.3429 14.3728 8.9338 -0.0090
C 16.2026 14.4615 12.1443 -0.2827
N 11.7266 16.4220 11.5674 0.1033
Cl 12.1877 9.9230 12.2206 0.5202
C 16.5071 11.6109 13.7234 -0.0200
H 18.7863 10.4867 16.0155 0.0766
C 16.4933 12.9374 14.0632 -0.2462
H 17.2900 9.7033 14.1673 0.0906
H 19.3891 18.2458 6.2751 0.0826
H 9.1086 16.1873 15.3291 0.1096
H 7.0445 15.0482 16.1168 0.0941
H 17.3528 14.4917 15.2387 0.1235
Cl 15.8300 9.1196 7.1611 0.6040
H 8.7812 17.0117 13.1277 0.0892
C 13.4128 18.1032 7.7452 -0.0243
H 8.1030 18.8733 6.7420 0.0965
H 15.2234 17.7295 6.6905 0.0932
C 17.9756 17.2536 7.6643 -0.0337
H 9.2445 18.6468 11.0578 0.1072
H 19.8201 16.2753 4.9971 0.0918
C 12.9914 17.6440 9.0661 -0.2540
H 15.9456 11.2722 12.8477 0.1326
H 18.5776 15.0018 9.8957 0.0962
Cl 15.7709 7.0032 9.3870 0.6483
C 17.3625 13.4198 15.0257 -0.0437
C 9.8749 21.0970 8.6391 -0.0977
C 17.2361 16.1147 7.9474 -0.2055
C 12.1732 14.4621 13.7564 -0.2762
C 10.8394 16.1348 12.5430 -0.2594
C 8.8847 15.1727 15.0289 -0.0435
C 15.6164 13.8665 13.2962 -0.0706
C 19.1053 16.2037 5.8184 -0.1277
C 16.4100 15.3749 10.2085 -0.2610
C 14.2858 13.9769 13.6802 -0.2362
C 9.9010 17.8267 11.3903 -0.0563
C 13.8715 8.5226 10.6200 -0.7494
N 10.0127 11.5436 9.7776 0.1153
H 18.5513 14.1362 5.5526 0.1038
C 9.6489 17.0273 12.4598 -0.0081
C 14.9834 16.8104 8.7405 -0.2838
Cl 14.1789 11.7942 7.4927 0.5688
C 18.4372 15.0482 6.1572 -0.1159
H 9.8446 17.3605 7.7233 0.1106
C 10.8163 18.8997 8.8841 -0.2247
H 12.9006 18.7664 7.0218 0.1059
H 10.2407 11.3661 10.7731 0.0512
C 12.4376 13.6135 14.9490 -0.0113
Cl 13.6667 7.2360 11.7183 0.6435
C 16.1856 16.1096 8.9987 -0.0551

---

17
Properties=species:S:1:pos:R:3:lowdin_charge:R:1 method="wB97M-V/def2-TZVPD" gap_ha=0.3739 e_above_lowest_kcal_mol=43.9 smiles=CC[C@H]1CN1C
H 1.9627 0.4142 -0.5665 0.1074
H 0.6344 -0.3315 2.4923 0.0684
H -0.8394 -1.0655 3.1150 0.0681
H 1.3932 -1.2771 -0.1527 0.1117
H -0.8220 0.6433 2.7096 0.0686
C -0.9418 -0.7326 0.9572 -0.2091
H 0.4214 1.7990 -1.7298 0.0776
H -0.7249 1.0168 -0.3495 0.1135
H -2.0263 -0.5819 0.9375 0.1005
C -0.4577 -0.3395 2.3830 -0.1056
N 0.1621 -0.3448 -1.5759 -0.1002
H -0.4828 1.0689 -3.0735 0.0764
C -0.2681 0.0638 -0.1658 -0.2699
C 1.1288 -0.2786 -0.4983 -0.1659
H 1.2742 0.8472 -2.9385 0.0822
C 0.3368 0.8994 -2.3690 -0.1284
H -0.7508 -1.8013 0.8248 0.1047

---

no.,E_tot (eV)
1,-103146.9473
2,-141329.6840
3,-145737.4457
4,-6851.6237